{
  "formula": "C5H36N2O13",
  "method": "ωB97M-V/def2-TZVPD",
  "elements": ["O", "O", "O", "O", "O", "O", "O", "O", "O", "O", "O", "O", "O", "N", "N", "C", "C", "C", "C", "C", "H", "H", "H", "H", "H", "H", "H", "H", "H", "H", "H", "H", "H", "H", "H", "H", "H", "H", "H", "H", "H", "H", "H", "H", "H", "H", "H", "H", "H", "H", "H", "H", "H", "H", "H", "H"],
  "positions_angstrom": [[-3.7311, -0.8017, 0.6711], [0.6291, -2.2609, -0.5080], [2.7298, 1.7932, -3.1969], [3.6690, -1.4539, 2.1379], [-0.6286, -3.4596, -3.3227], [-2.1081, 4.5140, 0.2176], [2.8542, -0.6632, -0.6084], [0.4690, -1.3189, 2.9333], [-2.1751, -2.3282, -1.3016], [0.2283, 3.9652, -2.5702], [0.7997, 0.2423, -2.9852], [-2.1380, -3.1956, 2.7238], [3.9158, 1.1893, 2.0989], [1.2990, 1.5854, -0.6996], [-1.3827, 0.5584, 2.5737], [-1.0110, 1.3460, 1.3447], [-0.1602, 0.2885, -2.2631], [-0.8952, 0.4015, 0.0943], [-2.5560, 0.1041, 2.8401], [-0.0904, 1.0321, -0.9736], [-2.7013, -0.2991, 3.8552], [0.3720, -2.9778, 0.0787], [4.6716, 1.7480, 2.2059], [-3.2374, -1.6761, 0.6798], [3.0464, 2.6122, -3.5233], [-1.7092, -2.8764, -1.9988], [1.4671, -1.3553, 2.8075], [4.5221, -1.7360, 2.4992], [-0.1389, 1.9758, 1.5480], [-0.6146, 0.2071, 3.1519], [2.8130, 1.1892, -3.9290], [3.2139, -0.6440, -1.5378], [-3.4718, 0.2366, 2.3236], [3.9673, -1.0326, 1.2678], [-1.9789, 1.9412, 1.3203], [-0.0014, -3.1707, -4.0049], [1.9495, 0.7238, -0.5314], [-1.8786, 0.0885, -0.2504], [-0.5984, 4.4503, -2.5142], [-2.2205, -4.1772, 2.7711], [1.4257, 2.3246, -0.0425], [-4.6463, -1.0629, 0.6247], [-2.7836, 4.4526, -0.4345], [2.1418, -1.2831, -0.6305], [-1.1366, -0.1606, -2.4311], [-1.7781, -2.8633, 3.5572], [-0.4516, -0.5727, 0.3539], [0.5612, -2.9287, -1.2885], [0.1648, -2.1550, 2.7085], [-1.8468, 5.4100, 0.2303], [-0.7531, 2.0068, -1.3497], [1.5131, 2.1147, -1.5190], [0.8451, 4.3578, -3.1871], [-2.8645, -2.9207, -0.9870], [3.8021, 0.4291, 2.6981], [-1.3825, -3.9140, -3.7276]],
  "fmax_ev_per_a": 5.011,
  "charge": 2,
  "gap_ha": 0.355,
  "de_lowest_kcal_mol": 39.81,
  "homo_energy_ev": -15.542
}